1.
ORCA calculation (ωB97M-V with the def2-TZVPD basis set) on a 2-piece molecular cluster, C5H11NO overall at a distorted geometry.

Calculated values
HOMO energy (spin up / spin down): -13.2 / -13.2 eV
ΔE to the lowest compared entry with this formula, charge and spin: 63.4 kcal/mol
LUMO (spin up / spin down): -3.327 / -7.440 eV
expectation value of S²: 0.76
multiplicity: 2
gap between HOMO and LUMO (spin up / spin down): 0.3645 / 0.2134 Ha
net charge: +1

Cartesian coordinates (Å):
C  0.46  1.53  0.41
C  0.93  2.23  1.40
N  0.89  3.62  1.34
C  0.60  0.09  0.34
C  0.77  -0.25  -1.20
C  0.04  0.37  -2.16
H  0.06  1.97  -0.51
H  1.48  1.83  2.30
H  1.19  4.07  2.24
H  0.19  4.02  0.71
H  -0.28  -0.47  0.63
H  1.42  -0.46  0.94
H  1.35  -1.11  -1.35
H  0.28  0.26  -3.24
H  -0.79  0.95  -2.06
H  -2.73  -6.94  0.21
H  -3.19  -5.77  -0.45
O  -2.66  -5.97  0.43



2.
ORCA calculation (ωB97M-V with the def2-TZVPD basis set) on an isolated ion of composition C5H11NO and charge +1 at a distorted geometry.

Calculated values
HOMO energy (spin up / spin down): -14.6 / -14.4 eV
ΔE to the lowest compared entry with this formula, charge and spin: 117.3 kcal/mol
LUMO (spin up / spin down): -7.305 / -7.472 eV
expectation value of S²: 0.76
multiplicity: 2
gap between HOMO and LUMO (spin up / spin down): 0.2685 / 0.2559 Ha
net charge: +1

Cartesian coordinates (Å):
C  -2.44  -0.61  0.85
C  -1.36  -1.52  -0.04
C  -0.45  -0.71  -0.73
C  0.86  -0.32  -0.17
N  0.51  0.92  0.62
C  1.23  2.11  0.12
O  1.94  -0.32  -0.89
H  -3.12  -0.20  0.10
H  -2.94  -1.26  1.55
H  -1.84  0.17  1.28
H  -2.08  -2.12  -0.59
H  -0.91  -2.15  0.74
H  -0.51  -0.71  -1.82
H  1.05  -1.14  0.58
H  -0.49  1.08  0.45
H  1.45  2.76  0.95
H  2.23  1.80  -0.16
H  0.79  2.58  -0.77